No. 1
A gas-phase ion, C2H6N3O2 (charge -1) at a distorted geometry, computed with ωB97M-V/def2-TZVPD.

```
13
Properties=species:S:1:pos:R:3:forces:R:3:nbo_charge:R:1
C 1.20718 0.69891 -0.44040 5.647 -2.327 1.216 -0.63
C 0.87641 -0.13330 0.82676 -2.541 2.082 -1.530 -0.25
N -0.13478 -1.08921 0.37717 -1.507 -0.341 3.378 0.00
O 0.37386 -2.00659 -0.39869 -0.255 0.103 -1.436 -0.73
N -1.31692 -0.28524 -0.25074 -1.330 -1.984 -2.054 -0.30
N -2.02804 0.60229 0.33452 0.321 0.556 0.329 0.15
O -3.18132 0.89907 -0.10239 1.078 -1.032 -0.104 -0.56
H 0.42788 1.26935 -0.68303 -2.701 3.331 -0.197 0.20
H 2.25813 1.17110 -0.24842 -1.998 -0.032 -0.794 0.17
H 1.25958 0.10802 -1.38476 0.512 -0.445 1.070 0.22
H 1.56910 -0.78887 1.24960 1.730 -0.555 0.349 0.20
H 0.46044 0.54888 1.65563 0.424 -0.955 -1.223 0.18
H -1.77152 -0.99442 -0.93524 0.619 1.599 0.997 0.35
```
Forces are in eV/Å.

* net charge: -1
* relative energy (zero: lowest compared OMol25 entry of this formula, charge and spin): 752.2 kJ/mol
* LUMO energy (alpha / beta): 4.41 / 4.41 eV
* SMILES: CCN([O-])NN=O
* HOMO (alpha / beta): -2.086 / -2.086 eV
* gap between HOMO and LUMO (alpha / beta): 6.498 / 6.497 eV

---

No. 2
A gas-phase ion, C2H6N3O2 (charge +1) at a distorted geometry, computed with ωB97M-V/def2-TZVPD.

```
13
Properties=species:S:1:pos:R:3:forces:R:3:nbo_charge:R:1
N -2.21263 0.09454 -0.17579 -0.362 0.052 -0.348 -0.80
C -0.96663 0.17084 0.36486 0.360 -1.400 0.856 0.48
O -0.28355 1.19766 -0.26796 -0.267 -0.125 -0.166 -0.32
N 1.10093 1.12634 -0.18327 0.378 3.752 1.200 -0.28
C 1.76251 -0.02118 -0.09553 1.990 0.263 -0.456 0.26
N 1.10545 -1.11401 -0.01635 -1.452 2.483 -0.017 -0.17
O -0.22762 -1.12229 -0.04275 -1.522 -0.470 -0.100 -0.38
H -2.24447 0.24780 -1.18922 -0.003 -0.239 0.617 0.41
H -2.78079 -0.68503 0.15158 0.105 0.477 -0.061 0.42
H -0.94574 0.12534 1.49263 0.203 0.402 -1.173 0.20
H 1.33032 2.15058 0.16630 0.627 -3.202 -1.115 0.48
H 2.88406 -0.18700 -0.25228 -1.635 1.101 0.685 0.29
H 1.47815 -1.98358 0.04778 1.578 -3.092 0.076 0.43
```
Forces are in eV/Å.

* net charge: +1
* relative energy (zero: lowest compared OMol25 entry of this formula, charge and spin): 320.4 kJ/mol
* LUMO energy: -3.90 eV
* SMILES: N[C@@H]1ONC=[NH+]O1
* HOMO: -14.635 eV
* gap between HOMO and LUMO: 10.737 eV

---

No. 3
A gas-phase ion, C2H6N3OS (charge +1) at a distorted geometry, computed with ωB97M-V/def2-TZVPD.

```
13
Properties=species:S:1:pos:R:3:forces:R:3:nbo_charge:R:1
C 0.76618 0.31943 0.01094 0.864 -1.133 -2.804 0.39
C 2.13517 0.06691 0.55560 1.841 0.172 2.798 -0.73
N -3.81536 -0.06437 -0.49483 -0.415 1.111 1.703 -0.78
N -0.23365 -0.52712 0.53555 0.514 -1.217 2.800 -0.34
N 0.44263 0.90615 -1.04160 -0.783 1.600 -0.450 -0.65
O -1.48927 -0.45483 -0.10197 0.596 -0.539 -0.776 -0.52
S -2.78384 0.19811 0.50931 0.321 -0.777 -1.325 1.58
H 2.47601 -1.04318 0.63945 -1.072 1.791 -0.106 0.26
H 2.08326 0.51223 1.63364 0.457 -1.065 -1.586 0.26
H 3.03614 0.58861 0.07246 -1.911 -0.513 0.209 0.28
H -3.83636 -0.49530 -1.40081 0.290 -0.405 -0.587 0.46
H 0.09666 -1.52494 0.55940 -1.019 1.140 -0.134 0.41
H 1.12243 1.51831 -1.47714 0.315 -0.167 0.258 0.38
```
Forces are in eV/Å.

* net charge: +1
* relative energy (zero: lowest compared OMol25 entry of this formula, charge and spin): 545.9 kJ/mol
* LUMO energy: -7.08 eV
* HOMO: -14.076 eV
* gap between HOMO and LUMO: 7.001 eV

---

No. 4
A gas-phase ion, C2H6N3OS (charge +1) at a distorted geometry, computed with ωB97M-V/def2-TZVPD.

```
13
Properties=species:S:1:pos:R:3:forces:R:3:nbo_charge:R:1
C -0.74364 0.23192 -0.15923 5.617 0.713 -0.792 0.58
C -2.07214 -0.25647 -0.01406 -1.336 -1.746 -3.027 -0.78
N 2.46002 -0.72649 0.96498 -3.208 -0.514 -3.027 -0.98
N 0.89269 -0.71967 -1.01596 -4.260 -0.122 0.834 -0.84
N -0.08566 1.31265 0.11228 0.267 -3.112 -1.516 -0.19
O 1.21984 1.49302 -0.18097 0.471 0.093 -0.265 -0.51
S 2.27623 -0.03243 -0.36869 -1.628 -1.255 1.680 1.51
H -2.40726 -0.63473 -1.08856 0.736 0.852 1.791 0.31
H -2.83731 0.47218 0.24974 0.245 0.020 0.514 0.30
H -2.06586 -1.21222 0.51594 -0.165 0.369 0.540 0.31
H 3.14229 -0.40663 1.53164 3.426 1.072 2.206 0.39
H 0.58652 -1.74707 -0.85917 1.496 1.979 0.078 0.44
H -0.36573 2.22593 0.31204 -1.662 1.651 0.985 0.46
```
Forces are in eV/Å.

* net charge: +1
* relative energy (zero: lowest compared OMol25 entry of this formula, charge and spin): 737.5 kJ/mol
* LUMO energy: -5.77 eV
* HOMO: -14.675 eV
* gap between HOMO and LUMO: 8.909 eV

---

No. 5
2 unconnected molecules or ions with the total composition C2H6N3OS at a distorted geometry, computed with ωB97M-V/def2-TZVPD.

```
13
Properties=species:S:1:pos:R:3:forces:R:3:nbo_charge:R:1
C 0.57736 0.16730 -0.08072 -1.582 -0.500 0.905 0.26
C -1.88415 0.32564 -0.09417 1.132 -2.583 -1.205 0.18
N 1.17747 0.77577 -1.08042 0.948 -0.609 0.386 -0.79
N -2.06370 1.15021 0.86811 1.098 2.053 0.385 -0.78
N 1.01065 -0.95320 0.46910 1.174 -0.827 -1.204 -0.33
O 2.05929 -1.81854 -0.21173 -1.841 4.920 -1.837 -0.58
S -2.28744 -0.85603 -1.04488 0.254 1.616 0.966 0.36
H 0.80738 1.66874 -1.44672 0.839 -1.074 0.386 0.43
H 2.14906 0.43956 -1.18099 -0.570 0.843 -0.977 0.42
H -1.34479 1.93207 1.08100 -1.820 -1.976 -0.288 0.48
H -3.02421 1.15788 1.20320 0.136 0.585 0.323 0.45
H 0.57399 -1.41956 1.25380 -0.055 0.179 -0.335 0.41
H 2.24907 -2.56984 0.26441 0.286 -2.628 2.494 0.48
```
Forces are in eV/Å.

* net charge: +1
* relative energy (zero: lowest compared OMol25 entry of this formula, charge and spin): 477.8 kJ/mol
* LUMO energy (alpha / beta): -5.30 / -5.31 eV
* HOMO (alpha / beta): -13.056 / -13.055 eV
* gap between HOMO and LUMO (alpha / beta): 7.751 / 7.750 eV

---

No. 6
A gas-phase ion, C2H6N3OS (charge +1) at a distorted geometry, computed with ωB97M-V/def2-TZVPD.

```
13
Properties=species:S:1:pos:R:3:forces:R:3:nbo_charge:R:1
C -0.47910 -0.06819 0.25844 3.390 -0.065 -0.109 0.48
C -1.53278 0.32669 1.12573 0.490 -2.316 1.157 -0.70
N 0.85230 0.00367 0.45955 -2.200 -0.307 0.078 -0.69
N -0.77111 -0.72400 -0.88722 1.825 -0.344 -3.435 -0.16
N 2.78914 0.34857 -1.31955 1.157 0.545 -0.583 -1.00
O 0.21281 -0.93082 -1.77904 -5.932 0.535 0.363 -0.24
S 1.89231 -0.70923 -0.80683 4.674 -0.644 2.627 1.15
H -1.30853 -0.11523 2.09049 -0.747 -0.648 0.309 0.28
H -2.46416 0.16194 0.68893 -1.712 -1.097 -0.293 0.26
H -1.59560 1.29663 1.37453 0.556 3.993 0.440 0.29
H 1.27218 0.06401 1.41250 -0.584 0.507 -1.044 0.47
H -1.67133 -1.00707 -1.23695 -0.649 -0.137 0.370 0.44
H 2.80387 1.35304 -1.38058 -0.268 -0.022 0.121 0.43
```
Forces are in eV/Å.

* net charge: +1
* relative energy (zero: lowest compared OMol25 entry of this formula, charge and spin): 195.5 kJ/mol
* LUMO energy (alpha / beta): -4.69 / -7.71 eV
* 2S+1: 3
* HOMO (alpha / beta): -10.519 / -14.603 eV
* gap between HOMO and LUMO (alpha / beta): 5.831 / 6.889 eV

---

No. 7
2 unconnected molecules or ions with the total composition C2H6N4 at a distorted geometry, computed with ωB97M-V/def2-TZVPD.

```
12
Properties=species:S:1:pos:R:3:forces:R:3:nbo_charge:R:1
C 2.40840 -0.18950 -1.16037 2.274 -2.604 -1.846 -0.46
C -2.28879 -0.64559 -0.12390 -0.138 -0.541 -0.610 -0.19
N 1.73628 0.46318 -0.35715 -1.402 1.419 1.949 0.09
N 1.12840 1.05192 0.37683 0.332 1.523 -0.068 -0.10
N -1.38914 -0.66096 0.75815 2.506 0.096 -0.559 -0.23
N -0.96417 0.42775 1.41902 -0.452 1.651 1.546 -0.63
H 3.34744 0.25720 -1.43084 0.127 0.027 -0.382 0.22
H 2.31407 -1.26621 -1.03913 -0.062 0.172 -0.499 0.23
H -3.01952 0.13770 -0.25741 0.044 0.607 -0.270 0.15
H -2.22007 -1.46762 -0.85565 -0.817 0.059 0.797 0.18
H -1.09495 1.36808 1.02403 -1.063 -0.718 -0.327 0.34
H 0.04206 0.52405 1.64642 -1.348 -1.693 0.269 0.38
```
Forces are in eV/Å.

* net charge: 0
* relative energy (zero: lowest compared OMol25 entry of this formula, charge and spin): 483.6 kJ/mol
* LUMO energy: 0.87 eV
* HOMO: -8.470 eV
* gap between HOMO and LUMO: 9.341 eV

---

No. 8
A single C2H6N4 molecule at a distorted geometry, computed with ωB97M-V/def2-TZVPD.

```
12
Properties=species:S:1:pos:R:3:forces:R:3:nbo_charge:R:1
N 1.19291 1.98629 -1.22413 0.048 1.000 1.659 -0.69
C 0.92601 0.77615 -0.98657 1.582 -0.925 -2.141 -0.14
C 0.01799 0.30990 0.05805 -2.620 -0.313 0.232 0.41
N -0.56589 0.99897 1.04488 0.531 -0.571 -0.359 -0.76
N -0.21910 -0.95304 -0.27924 1.740 0.806 0.662 -0.43
N -0.83243 -1.90732 0.56707 -0.988 -0.364 -0.848 -0.67
H 2.00785 2.09423 -1.82990 -0.630 -0.235 -0.499 0.35
H -1.30150 0.57387 1.59028 0.064 0.138 0.012 0.41
H -0.47284 2.00414 0.99199 0.059 -0.096 0.116 0.42
H 0.49233 -0.89583 -1.22523 -0.149 -0.329 1.112 0.38
H -0.99390 -2.72227 -0.02623 -0.277 0.334 0.194 0.37
H -0.25144 -2.26508 1.31902 0.641 0.555 -0.140 0.36
```
Forces are in eV/Å.

* net charge: 0
* relative energy (zero: lowest compared OMol25 entry of this formula, charge and spin): 442.8 kJ/mol
* LUMO energy: 0.52 eV
* SMILES: N=C=C(N)NN
* HOMO: -6.607 eV
* gap between HOMO and LUMO: 7.130 eV